{
  "formula": "C22H25F9N4O3S",
  "method": "ωB97M-V/def2-TZVPD",
  "species": ["O", "C", "C", "C", "C", "F", "F", "F", "C", "C", "C", "N", "C", "C", "F", "F", "F", "C", "C", "F", "F", "F", "C", "C", "C", "N", "H", "H", "H", "H", "H", "H", "H", "H", "H", "C", "N", "C", "O", "C", "C", "C", "S", "C", "N", "C", "C", "O", "H", "H", "H", "H", "H", "H", "H", "H", "H", "H", "H", "H", "H", "H", "H", "H"],
  "positions_angstrom": [[5.705699, 2.209333, 2.182953], [5.280798, 1.397501, 1.378644], [3.961858, 0.811754, 1.509853], [3.491320, -0.116228, 0.583060], [2.109982, -0.747985, 0.765532], [2.238977, -2.096709, 0.887225], [1.481512, -0.288512, 1.881782], [1.324045, -0.470689, -0.308642], [4.395535, -0.474582, -0.557318], [4.020406, -1.384566, -1.571988], [4.881436, -1.750793, -2.629140], [4.494590, -2.691001, -3.628019], [5.403676, -3.099477, -4.749835], [6.370682, -4.266083, -4.436023], [7.004993, -4.618383, -5.584671], [7.305989, -3.900437, -3.520896], [5.693338, -5.350075, -3.966953], [3.168156, -3.394140, -3.637059], [2.044299, -2.723897, -4.468009], [1.311963, -3.701159, -5.066079], [1.229102, -1.997845, -3.659489], [2.536210, -1.913762, -5.446792], [6.151740, -1.140939, -2.643988], [6.541009, -0.222338, -1.666312], [5.676920, 0.111866, -0.627782], [6.091592, 1.027290, 0.337828], [3.379226, 1.133439, 2.365526], [3.030246, -1.811872, -1.532597], [4.794761, -3.410017, -5.604298], [5.979689, -2.244562, -5.110870], [3.316453, -4.395773, -4.051670], [2.805720, -3.570735, -2.621795], [6.880031, -1.365867, -3.411153], [7.528201, 0.225841, -1.718147], [7.003048, 1.468440, 0.287746], [-7.284287, 4.424747, 4.995892], [-6.838797, 3.221400, 4.293760], [-5.567418, 2.799512, 4.225539], [-4.654500, 3.403101, 4.777522], [-5.275243, 1.482957, 3.473179], [-3.981816, 1.513889, 2.628369], [-3.601813, 0.119205, 2.111134], [-2.039443, 0.032257, 1.194354], [-2.585660, 0.528527, -0.460444], [-6.415035, 0.901981, 2.732240], [-7.103531, 1.376631, 1.692146], [-6.660967, 2.617223, 0.942219], [-8.114066, 0.796539, 1.335962], [-6.463847, 5.141228, 5.082381], [-7.623268, 4.160683, 5.998825], [-8.104572, 4.893953, 4.450829], [-7.540289, 2.653696, 3.843117], [-5.069662, 0.779461, 4.280338], [-3.162131, 1.872740, 3.251840], [-4.084765, 2.202059, 1.792597], [-4.397509, -0.267477, 1.474572], [-3.511913, -0.543020, 2.972524], [-3.346394, -0.165154, -0.819129], [-1.734270, 0.510819, -1.141500], [-2.997741, 1.536981, -0.426152], [-6.786801, 0.035711, 3.092278], [-7.481894, 2.950660, 0.308777], [-5.812714, 2.365296, 0.310829], [-6.392857, 3.417361, 1.625380]],
  "forces_ev_per_a": [[-0.123, 0.270, 0.394], [1.126, 0.932, 0.572], [-1.422, -2.156, -1.923], [1.658, 1.580, 0.948], [0.451, 0.343, 0.196], [-0.427, 0.772, -0.189], [0.490, -0.482, -1.098], [0.258, -0.425, 0.748], [-0.651, -0.314, 0.043], [0.417, -0.100, -0.366], [-0.358, 0.036, 0.299], [-0.331, -0.941, -0.816], [-0.766, 0.406, 1.000], [-0.471, 0.634, -0.025], [-0.239, 0.019, 0.858], [-0.563, -0.606, -0.582], [0.732, 0.666, -0.254], [1.421, 0.441, 0.039], [0.571, -0.077, 0.264], [0.136, 0.837, 0.331], [0.324, -0.293, -0.872], [-0.586, -0.559, 0.786], [0.158, 0.348, 0.316], [-0.590, -0.704, -0.589], [0.083, 0.196, 0.204], [-1.045, -0.838, -0.475], [0.097, -0.073, -0.152], [-0.042, 0.028, 0.032], [0.017, -0.053, 0.240], [0.099, -0.135, 0.170], [0.058, 0.258, -0.081], [-0.021, 0.248, -0.109], [-0.098, -0.093, 0.008], [-0.107, -0.046, 0.015], [-0.276, -0.113, 0.070], [0.302, -0.225, 0.041], [-0.829, -0.048, -0.407], [0.913, 0.582, 0.344], [-0.179, -0.414, -0.368], [-0.058, -0.294, -0.606], [0.173, 0.033, 0.132], [-0.357, 0.384, -0.003], [0.079, -0.010, 0.063], [-0.304, 0.041, 0.277], [1.305, 0.005, 1.694], [-1.052, 0.539, -1.317], [0.019, -0.107, 0.297], [-0.317, -0.287, -0.186], [-0.046, -0.265, -0.071], [-0.013, 0.131, 0.018], [0.064, -0.133, -0.005], [0.034, 0.070, 0.105], [-0.111, -0.111, 0.094], [-0.150, 0.172, 0.015], [-0.004, 0.147, -0.035], [0.005, -0.169, -0.024], [0.141, -0.192, -0.077], [0.036, 0.022, -0.064], [0.000, -0.022, 0.184], [0.044, 0.006, -0.130], [-0.109, 0.080, -0.042], [0.041, -0.163, 0.108], [0.155, 0.084, -0.037], [0.240, 0.135, -0.004]],
  "smiles": "O=c1cc(C(F)(F)F)c2cc(N(CC(F)(F)F)CC(F)(F)F)ccc2[nH]1.CNC(=O)[C@H](CCSC)NC(C)=O",
  "homo_ev": -8.17,
  "orbital_gap_ev": 7.770,
  "fmax_ha_per_bohr": 0.06262
}